(1)
{"formula": "C2H2Cl4Si", "method": "ωB97M-V with the def2-TZVPD basis set", "species": ["Cl", "Cl", "Cl", "H", "Cl", "C", "C", "Si", "H"], "xyz": [[3.968, -0.457, 1.647], [3.948, 0.013, -1.824], [1.783, -2.392, 0.346], [-0.375, -1.113, -0.778], [2.974, 2.210, 0.246], [0.324, -0.289, -0.704], [1.526, -0.688, -0.231], [3.168, 0.228, -0.073], [0.223, 0.786, -0.737]], "smiles": "C=C(Cl)[Si](Cl)(Cl)Cl", "energy_ev": -60077.21249, "de_lowest_ev": 0.505, "mol_weight_g_mol": 195.94, "lumo_energy_ev": 0.52}


(2)
{"formula": "C5H4FeLiO6", "method": "ωB97M-V with the def2-TZVPD basis set", "species": ["C", "O", "C", "H", "H", "O", "O", "O", "Fe", "C", "Li", "C", "C", "H", "H", "O", "O"], "xyz": [[-0.746, -0.842, 1.232], [2.815, 3.910, 0.735], [-1.800, -2.427, -1.171], [-0.699, -1.899, 1.502], [-1.455, -0.179, 1.737], [-2.176, -3.566, -1.520], [-2.554, -1.429, -1.080], [-0.475, -2.283, -0.917], [1.479, 2.551, 0.522], [3.593, 4.753, 0.961], [-3.976, -2.755, -1.518], [0.445, -0.202, 0.764], [-0.016, -0.966, -0.733], [-0.458, -0.249, -1.439], [0.975, -0.985, -1.214], [4.344, 5.581, 1.194], [0.703, 0.987, 0.946]], "energy_ev": -52090.54778, "multiplicity": 7, "mol_weight_g_mol": 222.87, "s_squared": 12.02, "lumo_energy_ev": [-11.77, -15.86], "charge": 3}


(3)
{"formula": "C38H31AsF6HgN3OS5", "method": "ωB97M-V with the def2-TZVPD basis set", "species": ["S", "H", "C", "C", "C", "C", "C", "H", "H", "C", "C", "H", "C", "H", "H", "H", "N", "C", "C", "Hg", "C", "C", "H", "F", "C", "H", "H", "C", "S", "S", "H", "H", "O", "H", "F", "H", "H", "C", "H", "C", "C", "H", "C", "H", "C", "F", "H", "F", "H", "H", "N", "H", "C", "F", "H", "S", "C", "S", "H", "C", "C", "C", "N", "H", "H", "C", "H", "C", "H", "C", "C", "H", "C", "As", "C", "C", "C", "H", "F", "C", "C", "C", "C", "H", "C", "C"], "xyz": [[4.143, -0.404, 1.273], [-0.530, -1.621, -3.615], [-1.845, 2.308, 1.661], [-4.203, 2.505, -2.874], [2.614, 3.284, 2.169], [-3.088, 3.313, -2.683], [4.268, 2.699, 3.812], [-0.874, -6.143, 0.798], [-1.166, -2.725, 4.335], [0.556, -3.266, -0.867], [1.197, 1.233, -4.226], [-0.105, 2.620, 5.763], [-2.029, -4.515, 3.526], [1.440, 2.171, -3.735], [-2.301, 4.399, 4.960], [2.345, 1.643, -5.993], [-0.021, 1.146, 2.954], [0.580, -1.199, -5.428], [0.081, -0.911, -4.165], [0.900, -0.525, 1.141], [4.249, -0.090, -0.516], [-1.857, 2.733, -2.408], [-2.831, -4.548, 4.253], [-5.104, -1.837, 0.183], [3.406, -1.015, -1.372], [-0.131, -2.589, -0.358], [1.859, 3.962, 1.785], [4.497, 1.510, 3.138], [1.188, -2.173, 2.888], [-0.167, 0.653, -1.906], [3.159, -2.102, -4.563], [1.781, -0.511, -7.070], [-0.406, -0.682, -1.280], [0.341, -2.147, -5.897], [-3.922, -1.198, 2.247], [-5.168, 2.959, -3.069], [-3.455, 3.485, 0.913], [0.386, 0.308, -3.584], [-3.730, 4.810, 2.975], [3.714, -1.140, -2.727], [-1.100, -3.491, 3.574], [-1.731, 1.714, 0.765], [1.655, -2.507, -1.565], [-2.680, -6.283, 2.490], [-2.167, 3.830, 4.046], [-2.955, -1.958, -0.993], [5.232, 0.802, 3.507], [-3.606, 0.094, 0.185], [-4.969, 0.495, -2.907], [4.815, 2.920, 4.722], [2.388, -1.666, -0.830], [5.298, -0.187, -0.795], [-0.941, -5.406, 1.590], [-1.780, -1.285, 1.081], [1.316, -3.400, -3.486], [1.285, -4.388, 0.391], [-2.960, 4.048, 2.934], [1.705, 1.699, 0.147], [-3.179, 4.391, -2.729], [3.782, 1.187, 1.981], [1.389, -0.279, -6.086], [-1.949, -5.484, 2.537], [-0.254, 2.333, 4.815], [4.532, -0.571, -3.156], [-2.768, -0.544, -2.429], [1.920, -2.706, -2.913], [-0.007, -3.860, -1.582], [0.010, -4.386, 1.637], [3.929, 0.936, -0.680], [-0.055, -3.412, 2.649], [3.338, 3.602, 3.307], [-0.979, 3.342, -2.218], [2.952, -1.990, -3.505], [-3.450, -1.577, 0.628], [1.701, 0.935, -5.485], [0.406, 1.327, 4.164], [-1.761, 1.347, -2.352], [3.163, 4.546, 3.812], [-3.278, -3.241, 1.041], [2.783, 2.061, 1.504], [-2.801, 3.298, 1.757], [-1.042, 2.073, 2.772], [-2.864, 0.531, -2.535], [1.205, 0.759, 4.622], [-4.093, 1.122, -2.792], [-1.205, 2.830, 3.939]], "energy_ev": -181929.29498, "de_lowest_ev": 0.582, "mol_weight_g_mol": 1095.52, "lumo_energy_ev": 2.26, "charge": -1}


(4)
{"formula": "C11H30B2Br2INO6P", "method": "ωB97M-V with the def2-TZVPD basis set", "species": ["Br", "O", "B", "H", "H", "H", "O", "O", "H", "H", "H", "C", "C", "H", "H", "H", "H", "H", "H", "I", "P", "H", "C", "C", "H", "H", "O", "H", "H", "C", "O", "C", "H", "B", "H", "C", "H", "H", "C", "Br", "H", "C", "O", "C", "N", "H", "H", "H", "H", "H", "H", "H", "H", "C"], "xyz": [[4.403, 2.778, 4.635], [0.410, -2.508, 4.723], [1.526, -0.090, 3.700], [-1.865, -1.553, -2.900], [1.577, 2.134, -3.586], [-5.336, -3.053, -6.135], [2.023, -1.475, 6.292], [-3.724, -1.947, -5.710], [3.676, -2.379, 4.193], [2.778, 1.575, 2.919], [-6.196, -0.860, -5.339], [-1.645, 1.991, -3.333], [-4.900, -2.584, -5.252], [1.154, -0.073, -1.496], [-2.109, -0.840, -5.254], [-2.389, 1.285, -2.961], [4.889, -0.978, 4.929], [-1.408, 2.991, -1.451], [-2.161, 2.825, -3.811], [0.424, -0.585, 1.813], [1.651, -1.754, 4.714], [-1.056, 1.482, -4.097], [2.978, 0.619, 3.362], [-2.967, -1.258, -4.726], [2.481, 1.938, -2.084], [1.651, 2.527, 5.362], [-0.128, 1.457, -1.481], [5.804, 0.302, 4.083], [-0.056, 3.232, -2.543], [-2.472, -2.138, -3.591], [-0.758, 0.587, 4.911], [1.917, 1.404, -2.850], [-5.527, -1.152, -3.736], [0.496, 1.003, 4.511], [-6.812, -2.191, -4.343], [-0.780, 2.487, -2.187], [-0.883, 0.861, 5.834], [2.589, 0.709, -3.355], [5.072, 0.085, 4.837], [4.053, -0.291, 1.959], [0.219, 0.066, -2.976], [-5.916, -1.640, -4.630], [2.786, -2.759, 4.117], [3.805, 0.875, 4.630], [0.809, 2.439, 4.806], [-3.538, -0.409, -4.336], [3.194, 0.794, 5.515], [2.849, -0.976, 6.387], [5.503, 0.408, 5.779], [-1.864, -2.956, -3.982], [0.953, 2.924, 3.928], [-4.652, -3.394, -4.557], [-3.292, -2.577, -3.022], [0.763, 0.644, -2.217]], "energy_ev": -184502.48134, "mol_weight_g_mol": 611.67, "lumo_energy_ev": 2.43, "charge": -1}


(5)
{"formula": "C17H13F3FeO4S", "method": "ωB97M-V with the def2-TZVPD basis set", "species": ["C", "H", "O", "H", "H", "H", "F", "C", "H", "H", "C", "C", "H", "C", "H", "F", "C", "O", "H", "S", "F", "C", "H", "C", "C", "C", "C", "O", "H", "C", "O", "H", "C", "C", "Fe", "C", "C", "C", "H"], "xyz": [[1.790, -4.099, 1.872], [-5.099, 3.153, -1.345], [2.001, 3.741, -3.128], [-1.830, 2.447, -3.849], [-1.072, -0.851, -0.748], [0.047, -0.876, 3.162], [4.279, -2.911, 4.224], [0.255, 0.442, -1.972], [0.253, 1.054, -4.044], [2.412, -1.316, 3.761], [-1.496, 1.267, -0.643], [0.473, -3.851, 1.538], [-4.831, 1.849, -2.569], [2.481, -3.187, 2.678], [-1.980, 1.427, 0.322], [4.768, -2.886, 2.086], [-0.271, 1.079, -3.095], [1.581, 2.446, 0.967], [0.074, 0.044, 0.131], [-1.714, -2.295, 1.454], [4.224, -4.773, 3.066], [-4.538, 2.245, -1.584], [1.241, -0.011, -2.045], [0.541, -1.774, 2.803], [1.261, 3.250, -2.393], [-1.454, 1.820, -3.031], [-0.558, 0.136, -0.772], [-1.009, 5.126, -0.676], [-0.072, -4.552, 0.916], [0.989, 2.425, -0.038], [-3.188, 2.716, -1.614], [2.291, -5.000, 1.512], [1.859, -2.022, 3.139], [3.924, -3.439, 3.013], [-0.018, 2.463, -1.463], [-0.651, 4.067, -1.004], [-0.179, -2.663, 1.963], [-2.117, 1.833, -1.785], [-4.667, 1.476, -0.807]], "energy_ev": -79382.48980, "multiplicity": 5, "mol_weight_g_mol": 426.19, "s_squared": 6.08, "lumo_energy_ev": [-6.95, -10.82], "charge": 2}


(6)
{"formula": "C25H63BClN7O4P3S2", "method": "ωB97M-V with the def2-TZVPD basis set", "species": ["H", "H", "C", "H", "N", "Cl", "C", "H", "H", "C", "H", "O", "H", "C", "H", "H", "H", "H", "H", "S", "H", "C", "C", "H", "H", "H", "S", "H", "C", "C", "O", "H", "N", "H", "H", "H", "H", "H", "N", "H", "H", "H", "P", "C", "C", "H", "O", "H", "N", "H", "H", "H", "H", "H", "N", "H", "H", "H", "H", "H", "O", "C", "H", "C", "C", "B", "H", "C", "C", "H", "C", "H", "H", "N", "H", "C", "N", "H", "H", "C", "H", "C", "C", "C", "H", "H", "H", "H", "H", "H", "H", "P", "H", "C", "H", "H", "C", "H", "H", "H", "H", "H", "C", "H", "P", "C"], "xyz": [[-2.053, 1.172, -3.850], [0.707, 2.623, -5.028], [5.492, 0.767, 2.678], [-3.062, -2.973, -6.053], [-5.166, -3.126, -5.949], [5.818, -0.573, 5.024], [2.586, 2.177, 9.747], [0.277, 1.633, 4.522], [3.669, 0.342, -3.434], [4.781, 0.465, 4.010], [5.453, -1.275, 1.946], [-4.163, -0.878, -5.821], [-7.830, -2.464, -8.937], [5.259, -0.268, 1.576], [-6.957, -4.267, -6.041], [-5.307, -3.482, -8.855], [-7.168, 0.997, -6.989], [0.132, 2.240, 1.798], [5.369, 1.107, 7.420], [2.631, -1.958, 8.356], [0.102, 0.004, 3.779], [-0.465, 1.625, 2.460], [3.234, 0.815, 9.942], [-4.358, -1.989, -8.888], [2.071, 2.448, 10.665], [5.936, -0.064, 0.751], [5.585, -1.555, 8.565], [-8.055, -2.618, -7.201], [-6.706, 0.795, -6.013], [-7.617, -1.991, -7.980], [3.558, 3.140, 9.417], [1.801, -2.876, 5.273], [2.055, 0.764, -2.168], [-8.142, -1.033, -7.972], [-0.908, 4.652, -2.953], [1.924, -1.258, -1.547], [-3.674, -4.558, -5.635], [-0.372, -0.724, -4.805], [-6.183, -1.826, -7.845], [3.841, 2.920, 7.354], [5.128, 1.733, 2.330], [0.553, 4.260, -4.488], [0.496, 1.469, -2.036], [-6.170, -3.984, -5.338], [0.400, -0.303, -4.164], [1.624, -0.640, 5.659], [0.499, 2.077, -0.672], [4.245, -0.189, 1.182], [3.771, 0.425, 8.617], [-2.121, -0.530, -3.361], [3.304, -0.415, 6.202], [1.849, 2.065, 8.942], [-7.390, -0.618, -3.722], [2.553, 0.083, 10.369], [-0.239, 0.392, -3.060], [-5.782, -2.122, -9.898], [1.978, 3.376, -4.017], [0.457, 4.638, -1.813], [-1.266, 2.224, 2.885], [2.525, -3.941, 7.126], [2.494, 2.018, 2.430], [2.659, -0.928, 5.491], [4.578, 1.408, 4.519], [4.093, -0.931, 8.528], [-5.372, -2.390, -8.924], [1.894, 1.077, 3.193], [-7.660, -2.124, -4.598], [2.766, -2.469, 5.570], [0.903, 3.278, -4.175], [-7.275, 1.333, -5.255], [3.204, 1.198, -2.930], [-5.710, -4.925, -5.037], [-0.935, 0.822, 1.902], [-6.676, -0.628, -5.718], [5.666, 1.277, 9.153], [-0.339, 4.030, -2.260], [0.176, 2.862, -2.982], [3.410, -0.417, -1.086], [1.024, -1.133, -3.823], [-3.828, -3.488, -5.481], [3.968, 1.673, -2.300], [0.396, 1.042, 3.609], [3.089, -3.023, 6.975], [-7.618, -1.046, -4.707], [-1.022, 3.732, -1.471], [5.209, 3.431, 8.316], [-6.613, -3.562, -4.434], [2.065, 2.131, 1.561], [-5.699, 1.220, -6.025], [1.905, -0.070, -0.234], [-3.673, -3.260, -4.418], [-5.379, -1.481, -6.427], [4.095, 0.947, 10.605], [-1.703, 0.445, -3.112], [4.135, -3.295, 7.095], [-8.632, -0.733, -4.982], [4.898, 1.331, 8.377], [-2.113, 0.725, -2.140], [3.231, -1.399, 2.941], [2.940, 1.897, -3.714], [6.560, 0.840, 2.863], [1.020, 0.350, -4.781], [2.334, -0.294, -1.219], [3.535, -2.830, 4.888], [3.137, -0.334, 3.839], [4.352, 2.759, 8.313]], "energy_ev": -108296.99550, "mol_weight_g_mol": 729.14, "lumo_energy_ev": -3.31, "charge": 1}


(7)
{"formula": "C10H20NO5PS2", "method": "ωB97M-V with the def2-TZVPD basis set", "species": ["C", "H", "H", "S", "H", "C", "H", "C", "H", "H", "H", "O", "H", "H", "H", "O", "H", "O", "S", "H", "C", "H", "H", "C", "H", "H", "C", "C", "C", "H", "C", "O", "N", "H", "H", "H", "P", "O", "C"], "xyz": [[-3.987, -1.741, 0.221], [0.781, 4.046, 0.262], [-3.634, -0.758, -1.661], [0.988, 1.996, -0.932], [4.226, -1.642, 0.326], [4.595, 0.451, 0.623], [-2.557, 0.851, 2.882], [5.026, -0.925, 0.155], [4.280, 0.413, 1.672], [5.400, 1.181, 0.511], [-0.283, 1.088, 1.893], [2.052, -0.746, -1.136], [1.292, 2.719, 1.355], [-5.305, -0.650, -1.088], [0.584, -0.929, -3.311], [3.524, 0.972, -0.165], [-4.694, -2.171, -1.758], [-3.706, -0.615, 1.061], [1.584, -0.189, 1.781], [-4.779, -2.286, 0.739], [-2.517, -0.040, 0.925], [1.413, -2.599, -1.591], [5.907, -1.241, 0.709], [-0.848, 2.794, 0.912], [-3.088, -2.362, 0.152], [0.412, -1.755, -0.375], [-2.371, 1.160, 1.851], [-4.436, -1.299, -1.164], [0.021, -1.156, -2.409], [-0.499, -0.261, -2.079], [0.617, 3.011, 0.552], [-1.729, 3.523, 0.515], [-1.056, 1.725, 1.712], [-3.103, 1.922, 1.565], [5.256, -0.905, -0.907], [-0.711, -1.928, -2.626], [2.040, 0.406, -0.037], [-1.651, -0.415, 0.178], [0.955, -1.644, -1.318]], "smiles": "CCOC(=O)CNC(=O)CSP(=S)(OCC)OCC", "energy_ev": -53384.67013, "de_lowest_ev": 0.000, "mol_weight_g_mol": 329.38, "lumo_energy_ev": 0.60}


(8)
{"formula": "C2H5N2O3", "method": "ωB97M-V with the def2-TZVPD basis set", "species": ["O", "C", "H", "H", "H", "H", "N", "H", "O", "C", "N", "O"], "xyz": [[1.341, -0.713, 0.257], [1.088, 1.207, -1.207], [-0.743, 2.113, -0.733], [2.044, 1.673, -1.671], [0.033, 2.672, -2.156], [-0.877, -3.085, 2.443], [1.266, 0.164, -0.515], [0.119, -1.388, 1.154], [-1.387, -2.356, 2.112], [-1.056, -1.468, 1.224], [-0.070, 1.855, -1.527], [-1.758, -0.674, 0.620]], "energy_ev": -11265.36723, "de_lowest_ev": 5.919, "mol_weight_g_mol": 105.07, "lumo_energy_ev": [-7.52, -7.52], "charge": 1}


(9)
{"formula": "ClH2NOS2", "method": "ωB97M-V with the def2-TZVPD basis set", "species": ["H", "H", "S", "Cl", "S", "O", "N"], "xyz": [[0.516, 0.467, 1.608], [1.102, 1.080, 0.172], [-2.297, -0.468, -0.406], [0.660, -1.944, 0.007], [-0.411, -0.214, -0.416], [0.172, 0.271, -1.677], [0.259, 0.808, 0.712]], "smiles": "N[S@](=O)(=S)Cl", "energy_ev": -37761.72215, "de_lowest_ev": 0.060, "mol_weight_g_mol": 131.61, "lumo_energy_ev": -0.65}


(10)
{"formula": "C13H19IrO3Se2", "method": "ωB97M-V with the def2-TZVPD basis set", "species": ["O", "H", "C", "H", "H", "C", "H", "H", "H", "Se", "O", "H", "Ir", "C", "Se", "C", "C", "H", "C", "H", "C", "C", "O", "C", "C", "H", "H", "H", "H", "H", "H", "H", "H", "H", "C", "H", "C", "C"], "xyz": [[-1.241, -0.547, -1.180], [-4.174, -1.743, -4.781], [-3.265, -0.982, -2.185], [-2.194, 3.372, 1.477], [-3.495, 3.252, 0.254], [-5.000, -2.188, -4.210], [3.959, -0.412, 0.638], [3.268, -1.826, 2.390], [3.877, -2.732, -0.294], [1.553, -2.492, 0.643], [-5.432, -1.369, -3.162], [1.832, -2.579, 3.142], [0.327, -0.163, 0.303], [2.028, 0.488, -2.713], [2.425, 0.884, -0.859], [-2.980, 2.739, 1.068], [3.632, -0.616, -0.385], [-2.741, -1.676, -2.826], [-4.647, -0.792, -2.292], [-3.717, 2.573, 1.861], [-3.177, 0.627, -0.324], [-5.300, 0.081, -1.363], [-1.267, 1.139, 1.008], [2.524, -2.618, 2.303], [-2.396, 1.448, 0.619], [3.036, -3.585, 2.324], [1.423, -0.413, -2.807], [2.764, -2.223, -1.562], [-5.871, -2.355, -4.853], [-5.085, 1.440, 0.245], [-4.665, -3.171, -3.836], [1.480, 1.341, -3.112], [2.953, 0.377, -3.278], [4.510, -0.508, -1.028], [-4.565, 0.770, -0.424], [-6.374, 0.198, -1.436], [-2.491, -0.311, -1.207], [3.083, -2.021, -0.538]], "energy_ev": -153430.43083, "multiplicity": 2, "mol_weight_g_mol": 573.43, "s_squared": 0.91, "lumo_energy_ev": [-12.78, -13.09], "charge": 3}


(11)
{"formula": "C2H3ClN2O", "method": "ωB97M-V with the def2-TZVPD basis set", "species": ["H", "C", "C", "O", "H", "N", "H", "Cl", "N"], "xyz": [[-0.770, 0.871, -2.271], [0.153, -0.275, 0.749], [-0.136, 0.743, -0.468], [0.351, -2.440, 0.774], [0.668, 0.327, 1.416], [0.849, -1.476, 0.269], [-0.795, -0.377, 1.325], [0.298, 2.416, -0.291], [-0.616, 0.212, -1.504]], "energy_ev": -19668.41731, "de_lowest_ev": 0.095, "multiplicity": 3, "mol_weight_g_mol": 106.51, "s_squared": 2.01, "lumo_energy_ev": [0.79, -1.30]}